Formula: C22H30AlAs2N3O3
Source: the Open Molecules 2025 dataset
Level of theory: ωB97M-V with the def2-TZVPD basis set

Values from the calculation:
Charge: +2
E_LUMO: -5.7259 eV
Kohn-Sham gap: 8.99 eV
ΔE to the lowest compared entry with this formula, charge and spin: 37.57 kJ/mol
HOMO level: -14.718 eV

Each line ends with the natural charge from an NBO analysis.
Positions of all 61 atoms, in Å:
Al -0.530 -0.233 0.533  1.6180
C 0.411 3.845 1.019  -0.9286
As -0.820 2.418 0.521  0.9301
C -2.419 3.067 1.419  -0.9116
C -1.285 2.884 -1.313  -0.3526
C -1.246 4.205 -1.748  -0.2009
C -1.680 4.540 -3.020  -0.1669
C -2.165 3.557 -3.872  -0.1880
C -2.209 2.239 -3.449  -0.1401
C -1.770 1.895 -2.174  -0.3699
As -1.956 0.079 -1.523  0.9450
C -1.801 -1.053 -3.092  -0.9185
C -3.870 0.036 -1.187  -0.9048
H -0.125 4.791 1.037  0.2530
H 1.234 3.916 0.309  0.2438
H 0.801 3.654 2.018  0.2568
H -2.676 4.032 0.986  0.2509
H -2.203 3.176 2.478  0.2610
H -3.259 2.385 1.291  0.2349
H -0.873 4.990 -1.102  0.2230
H -1.646 5.571 -3.348  0.2422
H -2.512 3.819 -4.862  0.2422
H -2.587 1.479 -4.123  0.2140
H -2.650 -0.884 -3.750  0.2549
H -1.809 -2.095 -2.776  0.2543
H -0.876 -0.837 -3.623  0.2529
H -4.366 0.495 -2.040  0.2493
H -4.118 0.597 -0.287  0.2354
H -4.194 -0.995 -1.070  0.2670
C 1.005 -3.818 -0.994  -0.7086
C 0.744 -2.857 0.110  0.7651
O 0.080 -1.803 -0.102  -0.8117
N 1.211 -3.118 1.314  -0.5309
C 0.927 -2.279 2.480  -0.2664
C 1.678 -0.968 2.437  0.2324
C 2.719 -0.728 3.314  -0.2148
C 3.451 0.445 3.208  -0.0897
C 3.161 1.316 2.171  -0.2191
C 2.099 1.020 1.342  0.0808
N 1.328 -0.067 1.491  -0.5935
H 0.740 -3.373 -1.948  0.2606
H 0.399 -4.716 -0.855  0.2771
H 2.051 -4.123 -1.006  0.2630
H 1.733 -3.969 1.462  0.4374
H 1.202 -2.835 3.370  0.2544
H -0.142 -2.079 2.510  0.2453
H 2.967 -1.459 4.071  0.2476
H 4.248 0.662 3.906  0.2553
H 3.742 2.212 2.007  0.2557
H 1.858 1.663 0.510  0.2144
O -2.805 -1.994 0.750  -0.6007
C -2.732 -1.341 1.778  0.7103
C -3.647 -1.339 2.979  -0.5186
C -3.020 -0.310 3.932  -0.5202
C -1.804 0.216 3.198  0.7183
O -0.993 1.038 3.560  -0.5828
N -1.709 -0.429 1.970  -0.9615
H -3.707 -2.336 3.413  0.2646
H -4.657 -1.081 2.660  0.2637
H -2.697 -0.754 4.874  0.2621
H -3.685 0.515 4.185  0.2638

Atoms 1-2, force components in eV/Å:
Al 0.407 0.559 0.703
C 0.077 -0.145 0.041